Record 1
Density functional theory data (ωB97M-V/def2-TZVPD) for a molecular structure, C26H19MnN5S2Te in a non-equilibrium geometry.

Atoms and positions in Å:
Mn (-0.11463, 0.00304, -1.02823)
C (4.14396, -0.51242, -1.62000)
C (2.76904, -0.77513, -1.52639)
N (1.87239, 0.17687, -1.37599)
C (2.27855, 1.48301, -1.32829)
C (3.64516, 1.83060, -1.40772)
C (4.57587, 0.78307, -1.55382)
C (4.01468, 3.19980, -1.33952)
C (3.03026, 4.13793, -1.20593)
C (1.65900, 3.78878, -1.13838)
C (1.24831, 2.46866, -1.20068)
N (-0.03165, 1.91940, -1.17021)
C (-1.25148, 2.58771, -1.06864)
C (-1.52820, 3.94005, -0.97281)
C (-2.86145, 4.41418, -0.89568)
C (-3.93602, 3.57077, -0.91466)
C (-3.70450, 2.17315, -1.01072)
C (-4.73701, 1.21506, -1.04206)
C (-4.43431, -0.11357, -1.13729)
C (-3.08626, -0.50297, -1.19151)
N (-2.09861, 0.36446, -1.15576)
C (-2.37534, 1.70165, -1.07781)
H (4.83341, -1.33420, -1.74489)
H (2.39271, -1.78699, -1.58422)
H (5.63135, 1.01958, -1.61882)
H (5.05861, 3.47624, -1.39143)
H (3.29055, 5.18722, -1.14900)
H (0.96035, 4.59767, -1.03811)
H (-0.75202, 4.68160, -0.95400)
H (-3.01690, 5.48276, -0.81881)
H (-4.94941, 3.94294, -0.85439)
H (-5.76728, 1.54709, -0.99176)
H (-5.20490, -0.86972, -1.17011)
H (-2.80951, -1.54524, -1.26264)
Te (0.02127, 0.46008, 1.70771)
C (-0.35599, -1.02267, 3.16236)
C (-1.13335, -2.14830, 3.13512)
C (-1.14146, -2.86372, 4.36122)
C (-0.36944, -2.26295, 5.31402)
S (0.35989, -0.83392, 4.71391)
H (-1.69905, -2.42141, 2.32376)
H (-1.71035, -3.76811, 4.53276)
H (-0.20534, -2.58074, 6.33223)
S (-0.26902, -2.23510, -1.85252)
C (0.21556, -3.32490, -0.60517)
N (0.64419, -2.88900, 0.58941)
C (1.06868, -3.71407, 1.55418)
C (1.05617, -5.07651, 1.32600)
C (0.59666, -5.48437, 0.07363)
N (0.19626, -4.64695, -0.86471)
H (0.64711, -1.88498, 0.77904)
H (1.39145, -3.23891, 2.46550)
H (1.38283, -5.77872, 2.07425)
H (0.55925, -6.53783, -0.18244)

Computed properties:
<S²> = 6.069
Relative energy (zero: lowest compared OMol25 entry of this formula, charge and spin) = 0.0 kJ/mol
Lowest unoccupied orbital energy (spin up / spin down) = -3.89 / -3.52 eV
Frontier orbital gap (spin up / spin down) = 5.9 / 6.2 eV
Strongest force on any atom = 0.046 hartree/bohr
Multiplicity = 5
HOMO (spin up / spin down) = -9.8 / -9.8 eV
Charge = +1

Record 2
Density functional theory data (ωB97M-V/def2-TZVPD) for a molecular structure, C4H5O2Zn in a non-equilibrium geometry.

Atoms and positions in Å:
H (1.26736, -1.44775, 0.68498)
C (0.03080, -0.64583, 0.08156)
C (1.40165, -0.32008, 0.05770)
O (2.11618, 0.10946, -0.81510)
Zn (3.76856, 0.21320, -1.40245)
H (-0.33926, -1.60332, -0.29279)
O (-1.79764, 0.73729, 1.71090)
C (-1.27529, 0.44259, 0.63668)
C (-1.13604, 0.65211, -0.70355)
H (-1.61633, 0.11800, 2.45129)
H (-0.54399, 1.51951, -1.02164)
H (-1.87600, 0.22481, -1.38756)

Computed properties:
Relative energy (zero: lowest compared OMol25 entry of this formula, charge and spin) = 384.9 kJ/mol
Lowest unoccupied orbital energy = -16.85 eV
Frontier orbital gap = 5.8 eV
Strongest force on any atom = 0.183 hartree/bohr
HOMO = -22.6 eV
Charge = +3